{
  "formula": "C4H6N3",
  "method": "ωB97M-V/def2-TZVPD",
  "de_lowest_kcal_mol": 131.6,
  "homo_energy_ev": [-14.42, -13.00],
  "molar_mass_da": 96.11,
  "total_charge": 1,
  "lumo_energy_ha": [-0.213, -0.300],
  "e_tot_ha": -319.82188,
  "elements": ["C", "C", "C", "C", "N", "N", "N", "H", "H", "H", "H", "H", "H"],
  "xyz": [[0.01406, -2.44266, 0.44205], [-0.10821, -1.46085, 1.46448], [0.51281, -0.79311, -1.10859], [-0.29251, 3.16751, -0.49346], [0.35167, -2.05994, -0.78523], [0.09527, 0.10587, -0.23818], [-0.22184, -0.25034, 0.94916], [-0.17324, -3.52883, 0.69792], [-0.27041, -1.73851, 2.58002], [0.86703, -0.58013, -2.03757], [-0.91155, 2.87850, 0.30919], [0.77296, 2.97277, -0.50505], [-0.63604, 3.72973, -1.27474]],
  "atomic_forces_ev_per_a": [[0.39, -0.42, 0.20], [-0.75, -0.97, -0.17], [-1.47, -1.62, 2.59], [1.94, -1.61, 0.92], [0.03, -1.64, 0.58], [-0.42, 0.64, 1.08], [0.54, 1.28, 0.81], [0.36, 1.30, -0.69], [0.22, 1.04, -2.16], [0.95, 1.07, -2.40], [-0.50, -0.24, 0.79], [-0.10, -0.05, 0.39], [-1.20, 1.23, -1.94]]
}

{
  "formula": "C6H18N2O",
  "method": "ωB97M-V/def2-TZVPD",
  "de_lowest_kcal_mol": 18.9,
  "homo_energy_ev": -9.06,
  "molar_mass_da": 134.22,
  "smiles": "CCC[C@H](C)NCN.O",
  "total_charge": 0,
  "lumo_energy_ha": 0.029,
  "e_tot_ha": -424.11976,
  "elements": ["C", "C", "C", "C", "C", "N", "C", "N", "H", "H", "H", "H", "H", "H", "H", "H", "H", "H", "H", "H", "H", "H", "H", "H", "O", "H", "H"],
  "xyz": [[-2.29246, -2.07518, 1.43184], [-1.56266, -0.96595, 0.69916], [-0.43452, -0.26978, 1.44703], [0.74948, 0.28269, 0.67231], [1.67569, 1.04550, 1.63779], [0.21258, 1.13709, -0.39023], [1.21350, 1.55567, -1.39342], [0.75483, 1.53369, -2.79445], [-1.73633, -3.00941, 1.44932], [-2.35631, -1.80709, 2.49056], [-3.29194, -2.18637, 1.01204], [-1.26368, -1.23713, -0.32152], [-2.31621, -0.22994, 0.40007], [-0.04546, -1.03296, 2.15506], [-0.83269, 0.41302, 2.20951], [1.41183, -0.46457, 0.23288], [2.18255, 0.36457, 2.32981], [2.30374, 1.69639, 1.04593], [1.07299, 1.69929, 2.27975], [-0.06805, 2.04501, -0.02009], [2.09418, 0.92379, -1.33862], [1.69072, 2.53804, -1.27223], [0.76910, 0.53538, -2.99916], [-0.22743, 1.75536, -2.86842], [-0.17321, -1.24093, -2.84325], [0.47018, -1.73254, -3.36278], [-0.00045, -1.27364, -1.88888]],
  "atomic_forces_ev_per_a": [[0.49, 0.27, 0.49], [-0.54, 1.04, -1.37], [0.33, -2.02, 1.50], [-0.40, 1.26, 0.80], [-0.96, 0.07, 0.29], [1.05, 1.03, -0.87], [0.38, 0.39, -1.01], [0.62, -1.01, 0.51], [-0.07, -0.23, -0.35], [-0.39, 0.11, -0.03], [0.09, -0.34, 0.16], [0.36, -0.54, 0.32], [-0.01, 0.27, 0.37], [0.25, 0.04, -0.38], [-0.03, 0.57, -0.63], [-0.56, -0.46, -0.35], [0.35, 0.18, -0.38], [0.73, -0.09, 0.15], [-0.03, 0.03, -0.13], [-0.53, -0.54, 0.53], [0.03, -0.59, -0.03], [-0.67, 0.22, 0.69], [-0.28, 0.38, -0.50], [-0.19, 0.32, 0.25], [-0.44, 0.09, -0.05], [0.11, -0.20, 0.57], [0.29, -0.25, -0.56]]
}

{
  "formula": "C4H10FP",
  "method": "ωB97M-V/def2-TZVPD",
  "de_lowest_kcal_mol": 46.3,
  "homo_energy_ev": [-7.45, -7.45],
  "molar_mass_da": 108.10,
  "smiles": "CC(C)=[P@H](C)F",
  "total_charge": 0,
  "lumo_energy_ha": [0.007, 0.007],
  "e_tot_ha": -599.51732,
  "elements": ["C", "C", "C", "P", "C", "F", "H", "H", "H", "H", "H", "H", "H", "H", "H", "H"],
  "xyz": [[-0.78533, 1.67334, 0.28591], [-0.90904, 0.15940, -0.02943], [-1.81347, -0.56434, 1.00257], [0.58007, -0.78017, -0.31870], [2.52588, -0.51385, -0.80092], [0.33966, -0.54108, -1.97046], [-0.28819, 1.68301, 1.28933], [-0.17125, 2.17963, -0.39309], [-1.75747, 2.06347, 0.35634], [-1.73336, -1.65298, 0.98002], [-2.83377, -0.33662, 0.67802], [-1.70568, -0.14462, 2.05688], [0.11923, -2.15574, -0.38423], [3.22157, -0.95028, -0.13396], [2.67206, 0.59293, -0.79778], [2.53909, -0.71209, -1.82051]],
  "atomic_forces_ev_per_a": [[0.95, -2.91, 1.56], [1.45, -0.86, 2.73], [-0.05, 1.30, 0.16], [-1.16, 0.76, -3.48], [-2.41, 2.09, 1.72], [0.87, -0.38, -0.06], [-0.59, 0.59, -0.58], [0.70, 0.88, -1.14], [-1.22, 0.82, 0.06], [0.20, 0.13, 0.15], [-0.11, -0.01, 0.18], [-0.10, -0.67, -1.12], [0.73, 0.77, 0.51], [0.63, -0.70, 0.39], [-0.26, -0.62, 0.47], [0.40, -1.20, -1.56]]
}

{
  "formula": "CH3BrN2",
  "method": "ωB97M-V/def2-TZVPD",
  "de_lowest_kcal_mol": 202.1,
  "homo_energy_ev": [-7.81, -7.81],
  "molar_mass_da": 122.95,
  "total_charge": 0,
  "lumo_energy_ha": [-0.108, -0.108],
  "e_tot_ha": -2723.03536,
  "elements": ["C", "N", "N", "Br", "H", "H", "H"],
  "xyz": [[0.94435, 0.05471, -0.01428], [0.35268, -1.14671, -0.23034], [-2.23071, -0.90152, 0.07559], [-2.56546, 0.77640, 0.11251], [0.32437, 0.96851, -0.05440], [1.54278, 0.29248, -0.84917], [1.63198, -0.04387, 0.96008]],
  "atomic_forces_ev_per_a": [[0.34, -0.33, 1.88], [-3.31, -0.17, 0.58], [3.27, -1.40, -0.49], [0.24, 1.17, 0.09], [-0.84, 0.12, 0.90], [1.64, 0.07, -1.31], [-1.35, 0.53, -1.65]]
}

{
  "formula": "C3H10NOS",
  "method": "ωB97M-V/def2-TZVPD",
  "de_lowest_kcal_mol": 44.8,
  "spin_multiplicity": 2,
  "s_squared": 0.7545,
  "homo_energy_ev": [-8.96, -8.96],
  "molar_mass_da": 108.19,
  "total_charge": 0,
  "lumo_energy_ha": [0.033, -0.079],
  "e_tot_ha": -648.36297,
  "elements": ["C", "C", "S", "H", "H", "H", "H", "H", "H", "N", "C", "O", "H", "H", "H", "H"],
  "xyz": [[1.10405, 0.19974, -1.86998], [1.25133, 0.88992, -0.51754], [1.59409, 2.67959, -0.59151], [0.93045, 0.78692, -2.77549], [1.97883, -0.38646, -2.16943], [0.28466, -0.52669, -1.83777], [1.97506, 0.39598, 0.11737], [0.27373, 0.90838, -0.05106], [2.92810, 2.51154, -0.80487], [-2.10263, -1.90400, 1.44332], [-1.52692, -0.50771, 1.30929], [-0.28494, -0.58019, 1.81410], [-3.07444, -1.94583, 1.70163], [-1.60063, -2.33165, 2.21255], [-2.21033, 0.19501, 1.80032], [-1.52041, -0.38457, 0.21909]],
  "atomic_forces_ev_per_a": [[0.21, -1.02, -0.76], [-0.61, 0.71, -0.83], [1.05, -0.33, -0.10], [-0.21, 0.64, 0.56], [0.15, 0.03, 0.42], [0.05, 0.02, 0.11], [-0.09, -0.04, 0.19], [0.04, -0.28, 0.35], [-0.50, 0.35, 0.01], [1.10, -0.20, 0.14], [-2.02, -1.19, -0.69], [0.58, 0.09, 0.40], [-0.31, 0.61, 0.10], [0.01, -0.28, 0.02], [0.32, 0.31, 0.04], [0.24, 0.57, 0.03]]
}

{
  "formula": "C26H16N5O3Pt",
  "method": "ωB97M-V/def2-TZVPD",
  "de_lowest_kcal_mol": 33.3,
  "homo_energy_ev": -5.03,
  "molar_mass_da": 641.52,
  "total_charge": -1,
  "lumo_energy_ha": 0.077,
  "e_tot_ha": -1619.21691,
  "elements": ["Pt", "O", "C", "O", "C", "C", "C", "C", "C", "C", "C", "C", "C", "N", "H", "H", "H", "H", "H", "H", "O", "N", "C", "C", "N", "C", "N", "N", "C", "C", "C", "C", "C", "C", "C", "C", "C", "C", "C", "C", "C", "H", "H", "H", "H", "H", "H", "H", "H", "H", "H"],
  "xyz": [[2.09568, -0.05245, 1.33166], [3.13138, 0.36832, -2.63290], [2.55177, 0.49325, -1.56234], [2.77253, -0.27850, -0.55348], [1.51963, 1.62857, -1.47528], [1.37499, 2.44998, -2.62774], [0.43782, 3.43463, -2.62265], [-0.37266, 3.62088, -1.47505], [-1.39040, 4.59901, -1.38425], [-2.13206, 4.72188, -0.24303], [-1.88753, 3.87585, 0.86232], [-0.91184, 2.92273, 0.79915], [-0.13830, 2.77046, -0.37569], [0.80441, 1.79132, -0.40020], [2.01401, 2.25188, -3.47502], [0.29568, 4.07764, -3.48442], [-1.56989, 5.24920, -2.23326], [-2.90939, 5.47307, -0.17916], [-2.48127, 3.98608, 1.76103], [-0.70832, 2.24995, 1.62266], [2.65569, 1.75302, 2.32643], [1.90009, 1.04074, 3.08486], [1.37591, 1.62193, 4.13401], [0.49898, 0.87175, 4.97503], [-0.22558, 0.29677, 5.65803], [1.66894, 2.98354, 4.44871], [1.86710, 4.08369, 4.71637], [1.37778, -1.85940, 1.23649], [0.51093, -2.27489, 0.41537], [0.10547, -3.72143, 0.47524], [-0.98791, -4.21077, -0.23618], [-1.34576, -5.55166, -0.15347], [-0.61169, -6.42203, 0.63560], [0.48630, -5.94316, 1.34262], [0.84198, -4.60861, 1.26211], [-0.19062, -1.44176, -0.61988], [0.20367, -1.45400, -1.95380], [-0.46250, -0.67587, -2.88881], [-1.54569, 0.10462, -2.50498], [-1.95586, 0.10687, -1.17965], [-1.27941, -0.66308, -0.24299], [-1.56578, -3.54055, -0.85917], [-2.20174, -5.91332, -0.71049], [-0.88775, -7.46772, 0.69794], [1.07021, -6.61852, 1.95666], [1.69170, -4.21588, 1.80445], [1.06161, -2.04600, -2.24937], [-0.12149, -0.66505, -3.91713], [-2.05960, 0.71837, -3.23520], [-2.78819, 0.72667, -0.86870], [-1.58310, -0.64800, 0.79757]],
  "atomic_forces_ev_per_a": [[-0.31, -0.24, 0.35], [-0.07, -0.04, -0.01], [0.14, 0.04, 0.09], [-0.11, 0.07, -0.07], [-0.01, -0.06, -0.01], [-0.04, 0.04, -0.01], [0.03, -0.04, 0.01], [0.01, -0.02, 0.01], [0.00, 0.01, 0.01], [0.01, 0.01, -0.01], [-0.01, -0.01, 0.00], [-0.02, -0.02, -0.03], [0.02, 0.05, 0.02], [0.09, -0.03, -0.10], [0.00, 0.00, 0.00], [0.00, 0.00, 0.00], [0.00, 0.00, 0.00], [0.00, 0.00, 0.00], [0.01, 0.00, 0.00], [0.01, 0.00, 0.02], [0.10, 0.21, 0.32], [0.21, 0.62, -0.84], [-0.09, -0.56, 0.20], [-0.04, -0.04, -0.03], [0.02, 0.02, 0.02], [-0.02, 0.06, -0.05], [0.02, -0.02, 0.03], [0.00, -0.13, -0.03], [0.08, 0.07, -0.01], [0.00, -0.05, -0.01], [0.03, 0.00, 0.02], [0.00, 0.00, 0.00], [-0.01, -0.01, -0.01], [0.02, 0.01, 0.00], [-0.03, -0.01, 0.01], [-0.08, 0.03, 0.08], [0.04, -0.04, 0.02], [0.00, 0.01, -0.02], [-0.01, 0.01, -0.01], [0.02, -0.02, 0.01], [0.00, 0.05, -0.02], [-0.01, 0.01, 0.00], [0.00, 0.00, 0.00], [0.00, 0.00, 0.00], [0.00, 0.00, 0.00], [-0.01, 0.00, 0.00], [-0.01, 0.01, 0.00], [0.00, 0.00, 0.01], [0.00, 0.00, 0.01], [-0.01, 0.00, 0.00], [0.01, 0.00, 0.00]]
}